Record 1
{
  "formula": "C36H34BF2N2P2Pd",
  "method": "ωB97M-V/def2-TZVPD",
  "largest_force_ha_per_bohr": 0.0346,
  "de_lowest_kj_mol": 0.0,
  "charge": 1,
  "homo_lumo_gap_ha": [0.2744, 0.1967],
  "spin_multiplicity": 3,
  "species": ["Pd", "C", "C", "P", "C", "C", "C", "C", "C", "C", "C", "C", "C", "C", "C", "C", "C", "P", "C", "C", "C", "C", "C", "C", "C", "C", "C", "C", "C", "C", "H", "H", "H", "H", "H", "H", "H", "H", "H", "H", "H", "H", "H", "H", "H", "H", "H", "H", "H", "H", "H", "H", "H", "H", "H", "H", "N", "C", "C", "C", "C", "C", "C", "C", "C", "N", "C", "H", "H", "H", "H", "H", "H", "H", "H", "F", "B", "F"],
  "xyz": [[0.124, 0.085, -0.212], [-3.110, -0.070, 1.702], [-1.918, 0.654, 2.340], [-1.002, 1.756, 1.160], [-2.062, 3.241, 1.103], [-3.161, 3.254, 0.251], [-3.986, 4.362, 0.194], [-3.700, 5.476, 0.970], [-2.596, 5.471, 1.808], [-1.772, 4.363, 1.876], [0.506, 2.349, 1.995], [1.461, 2.909, 1.144], [2.662, 3.370, 1.648], [2.921, 3.276, 3.007], [1.976, 2.720, 3.853], [0.769, 2.256, 3.356], [-2.726, -1.056, 0.581], [-2.511, -0.160, -1.044], [-3.981, -0.751, -1.976], [-5.238, -0.621, -1.388], [-6.367, -1.082, -2.043], [-6.255, -1.657, -3.300], [-5.014, -1.751, -3.905], [-3.881, -1.295, -3.254], [-1.160, -0.977, -2.008], [-0.427, -2.111, -1.621], [0.640, -2.545, -2.405], [1.009, -1.844, -3.543], [0.303, -0.713, -3.925], [-0.767, -0.281, -3.161], [-3.813, 0.681, 1.322], [-3.626, -0.627, 2.490], [-1.188, -0.069, 2.724], [-2.282, 1.269, 3.170], [-3.363, 2.395, -0.379], [-4.847, 4.365, -0.457], [-4.332, 6.349, 0.913], [-2.377, 6.337, 2.414], [-0.912, 4.364, 2.528], [1.248, 2.992, 0.084], [3.398, 3.799, 0.986], [3.857, 3.637, 3.406], [2.182, 2.645, 4.909], [0.042, 1.818, 4.024], [-3.514, -1.807, 0.464], [-1.784, -1.555, 0.854], [-5.335, -0.171, -0.410], [-7.338, -0.988, -1.581], [-7.133, -2.035, -3.802], [-4.927, -2.180, -4.893], [-2.921, -1.388, -3.739], [-0.749, -2.717, -0.781], [1.180, -3.432, -2.113], [1.837, -2.181, -4.147], [0.590, -0.158, -4.808], [-1.337, 0.590, -3.469], [0.088, 2.449, -1.940], [1.157, 2.368, -2.786], [1.290, 3.193, -3.890], [2.413, 3.122, -4.714], [3.410, 2.211, -4.473], [3.332, 1.359, -3.357], [4.329, 0.413, -3.045], [4.216, -0.342, -1.911], [3.093, -0.172, -1.095], [2.120, 0.662, -1.386], [2.203, 1.437, -2.490], [-0.102, 1.617, -1.361], [-0.696, 3.018, -2.217], [0.503, 3.896, -4.119], [2.486, 3.794, -5.556], [4.269, 2.144, -5.123], [5.184, 0.317, -3.698], [4.972, -1.055, -1.632], [3.001, -0.730, -0.167], [1.445, -0.512, 2.439], [0.980, -1.019, 1.298], [1.025, -2.353, 1.318]],
  "forces_ev_per_a": [[0.16, -0.06, 0.13], [0.10, 0.00, -0.04], [0.15, 0.07, -0.22], [0.59, -0.09, 1.16], [0.21, -0.27, -0.63], [-0.09, -0.16, -0.13], [-0.09, 0.14, 0.02], [-0.03, -0.03, -0.04], [-0.06, 0.08, 0.07], [0.08, -0.15, 0.03], [-0.11, 0.03, -0.18], [-0.16, 0.03, -0.03], [0.08, 0.04, 0.05], [-0.03, -0.02, 0.00], [0.03, 0.01, 0.14], [-0.13, 0.00, -0.17], [0.04, 0.12, -0.17], [-0.26, -0.84, -0.24], [-0.01, 0.15, -0.07], [0.13, 0.01, 0.00], [-0.10, 0.00, -0.02], [0.01, -0.02, 0.01], [-0.11, 0.00, -0.08], [0.06, 0.01, 0.12], [-0.06, 0.17, 0.26], [-0.38, -0.14, -0.17], [0.10, 0.07, -0.07], [-0.04, -0.12, 0.14], [-0.19, 0.09, 0.02], [-0.04, -0.11, -0.14], [-0.05, -0.13, 0.10], [0.03, 0.11, -0.08], [-0.14, 0.09, 0.04], [0.16, 0.01, -0.05], [-0.01, 0.10, 0.02], [-0.05, -0.01, -0.08], [-0.05, 0.05, 0.02], [0.04, 0.07, 0.04], [0.06, 0.05, 0.03], [0.07, 0.01, 0.05], [0.04, 0.05, -0.08], [0.07, 0.01, 0.04], [0.00, -0.02, 0.12], [-0.06, -0.06, 0.12], [0.23, -0.01, -0.02], [-0.21, -0.08, -0.06], [-0.06, 0.04, 0.12], [-0.03, 0.00, 0.07], [-0.06, 0.02, -0.05], [0.03, -0.05, -0.04], [0.00, -0.04, -0.02], [0.10, 0.12, 0.02], [0.05, -0.08, 0.02], [0.14, -0.08, -0.02], [0.00, -0.01, -0.06], [0.11, 0.03, 0.04], [-0.12, -0.09, 0.37], [0.34, 0.13, -0.40], [-0.23, -0.31, 0.47], [0.41, -0.28, -0.08], [-0.04, 0.24, -0.21], [-0.49, 0.04, 0.23], [-0.08, -0.01, 0.25], [0.12, 0.10, -0.23], [0.01, 0.05, 0.02], [-0.64, -0.31, 0.80], [0.37, 0.30, -0.53], [-0.24, 1.48, -0.96], [-0.09, -0.18, 0.06], [-0.07, 0.09, 0.02], [0.01, 0.02, -0.10], [0.09, 0.02, -0.07], [0.09, -0.03, -0.06], [0.13, -0.12, 0.06], [0.04, -0.02, -0.17], [0.08, 0.33, -0.13], [0.21, -0.55, 1.09], [-0.12, -0.14, -0.48]],
  "lowdin_spin": [0.8855, 0.0038, 0.0359, 0.1976, 0.0383, 0.0092, -0.0006, 0.0082, 0.0013, 0.0138, 0.0163, 0.0052, -0.0004, 0.0027, 0.0006, 0.0045, 0.0247, 0.1130, 0.0424, 0.0070, 0.0006, 0.0043, 0.0012, 0.0073, 0.0161, 0.0101, 0.0228, -0.0069, 0.0181, -0.0050, 0.0004, 0.0003, 0.0048, 0.0068, 0.0025, -0.0002, 0.0005, 0.0002, 0.0008, 0.0002, -0.0001, 0.0002, 0.0001, 0.0002, 0.0011, 0.0149, 0.0003, 0.0001, 0.0003, 0.0002, 0.0005, 0.0013, 0.0008, -0.0008, 0.0010, 0.0002, 0.0220, 0.0025, 0.0004, 0.0008, 0.0008, 0.0035, -0.0027, 0.0021, 0.0157, 0.0803, 0.0082, 0.0104, 0.0001, 0.0000, 0.0001, 0.0002, -0.0001, 0.0005, 0.0108, 0.0520, 0.2199, 0.0583]
}

---

Record 2
{
  "formula": "CH5O2PS",
  "method": "ωB97M-V/def2-TZVPD",
  "largest_force_ha_per_bohr": 0.0712,
  "de_lowest_kj_mol": 256.7,
  "homo_lumo_gap_ha": 0.3582,
  "spin_multiplicity": 1,
  "species": ["C", "O", "O", "P", "S", "H", "H", "H", "H", "H"],
  "xyz": [[-1.599, -0.130, -0.181], [-1.794, 1.097, 0.090], [-0.624, -0.673, -0.683], [1.364, -0.242, 0.096], [0.972, 1.637, 0.509], [-2.550, -0.687, -0.165], [-0.794, 1.423, 0.340], [2.793, -0.462, 0.226], [0.682, -1.369, 0.933], [1.549, -0.594, -1.164]],
  "forces_ev_per_a": [[-2.70, -1.18, -2.17], [1.39, 0.76, 1.44], [-0.17, 0.09, 0.50], [0.91, -1.72, 2.25], [0.64, 0.51, 0.44], [0.13, -0.25, 0.34], [-0.79, 0.46, -0.65], [-0.66, 0.25, 1.12], [1.74, 1.72, -1.25], [-0.48, -0.64, -2.01]],
  "nbo_charge": [0.6862, -0.6559, -0.6783, 0.6968, -0.5398, 0.1121, 0.4284, -0.0519, 0.0404, -0.0381]
}

---

Record 3
{
  "formula": "C10H33NO9",
  "method": "ωB97M-V/def2-TZVPD",
  "largest_force_ha_per_bohr": 0.2193,
  "de_lowest_kj_mol": 1509.9,
  "homo_lumo_gap_ha": 0.2910,
  "spin_multiplicity": 1,
  "species": ["O", "H", "H", "O", "H", "H", "C", "C", "O", "O", "H", "H", "H", "H", "H", "H", "C", "C", "O", "O", "H", "H", "H", "H", "H", "H", "C", "C", "O", "O", "H", "H", "H", "H", "H", "H", "C", "C", "C", "O", "C", "N", "H", "H", "H", "H", "H", "H", "H", "H", "H", "H", "H"],
  "xyz": [[-16.191, -8.386, 8.670], [-15.577, -9.119, 8.619], [-16.651, -8.400, 7.830], [-15.769, -6.175, 9.362], [-15.571, -5.243, 9.269], [-15.356, -6.584, 8.601], [-15.072, -5.692, 11.711], [-14.171, -5.233, 12.840], [-13.213, -4.355, 12.371], [-14.401, -6.574, 10.846], [-15.436, -4.943, 11.008], [-16.011, -6.118, 12.065], [-13.796, -6.088, 13.403], [-14.729, -4.618, 13.545], [-12.643, -4.829, 11.762], [-15.031, -6.956, 10.230], [-17.169, -6.975, 10.694], [-16.436, -8.276, 10.981], [-17.001, -9.336, 10.208], [-18.366, -6.925, 11.547], [-17.406, -6.872, 9.635], [-16.467, -6.173, 10.920], [-16.494, -8.422, 12.060], [-15.383, -8.180, 10.717], [-16.597, -9.219, 9.345], [-18.894, -7.700, 11.340], [-13.858, -7.391, 7.787], [-12.774, -7.306, 6.691], [-13.303, -6.982, 5.463], [-14.246, -6.071, 8.205], [-13.308, -7.854, 8.607], [-14.678, -8.031, 7.461], [-12.177, -8.214, 6.779], [-11.952, -6.620, 6.895], [-12.557, -6.934, 4.861], [-13.480, -5.571, 8.499], [-18.437, -3.621, 7.234], [-17.452, -4.448, 8.078], [-16.362, -3.501, 8.693], [-15.324, -4.235, 9.345], [-14.109, -3.547, 9.435], [-18.156, -5.168, 9.120], [-17.975, -2.852, 6.614], [-19.211, -3.129, 7.824], [-19.084, -4.249, 6.621], [-16.922, -5.113, 7.397], [-16.749, -2.706, 9.329], [-15.931, -3.033, 7.808], [-14.180, -2.476, 9.626], [-13.498, -3.771, 8.561], [-13.553, -3.916, 10.297], [-17.411, -5.774, 9.433], [-18.751, -5.872, 8.706]],
  "forces_ev_per_a": [[3.10, 2.97, -7.46], [1.37, -0.18, -0.83], [-0.34, 0.18, -0.65], [-7.14, -5.99, -2.85], [0.41, -2.81, -0.22], [-2.67, 0.38, 1.39], [0.75, 0.03, 0.93], [-1.69, 0.13, -0.10], [1.80, 0.70, -0.27], [5.50, -0.49, 4.52], [0.24, 0.97, 1.66], [1.32, 0.09, 2.01], [0.34, -0.15, -0.15], [-0.39, -0.22, 0.05], [0.19, -0.21, 0.04], [0.01, 1.09, -0.18], [-2.52, -2.06, 1.96], [-0.65, -0.53, -0.61], [-2.55, -3.36, 6.43], [0.75, 0.28, -0.40], [-0.73, -2.78, 1.77], [-3.87, -1.07, -0.46], [-0.08, -0.55, -0.03], [-0.48, -1.05, 0.67], [-2.79, -1.75, 2.56], [0.00, -0.21, -0.01], [3.78, 1.14, -1.15], [0.49, -0.34, 1.58], [-0.42, -0.28, -1.11], [6.87, -0.09, -6.28], [-0.42, -0.35, 0.44], [0.45, 0.99, -0.20], [-0.43, -1.00, -0.75], [-0.29, 0.84, 0.83], [-0.18, 0.10, -0.39], [0.45, -0.44, 0.00], [-0.45, 0.18, 0.21], [-0.61, 1.41, 0.05], [-0.91, 0.01, -1.69], [1.04, 11.23, -0.26], [1.40, -0.08, 0.60], [-0.07, 1.28, -0.90], [0.14, -0.16, -0.16], [0.39, 0.24, 0.60], [0.48, -0.35, -0.36], [0.28, -0.11, -0.20], [-0.19, -0.28, 0.29], [0.27, 0.25, -0.02], [-0.46, 0.02, -0.39], [-0.07, 0.56, -0.40], [-0.36, -0.15, -0.02], [-0.29, 1.75, 0.20], [-0.78, 0.20, -0.31]],
  "nbo_charge": [-0.8370, 0.4903, 0.5020, -1.0165, 0.4531, 0.4958, -0.1417, -0.0710, -0.7175, -0.8488, 0.1832, 0.1973, 0.1684, 0.1794, 0.4601, 0.5149, -0.1187, -0.1177, -0.7913, -0.7597, 0.1623, 0.2183, 0.1927, 0.1585, 0.4274, 0.4620, -0.1190, -0.0762, -0.7027, -0.7370, 0.1875, 0.1988, 0.1534, 0.1532, 0.4723, 0.5007, -0.6213, -0.0681, -0.0660, -0.5076, -0.2730, -0.8324, 0.2022, 0.2199, 0.2135, 0.1627, 0.1983, 0.1765, 0.2099, 0.1628, 0.2278, 0.3815, 0.3365]
}